17
Properties=species:S:1:pos:R:3 method="wB97M-V/def2-TZVPD" e_lumo_ev=0.96 smiles="C/C=C/CCC=O" de_lowest_kcal_mol=43.52 homo_lumo_gap_ev=10.38
O -2.25061 3.40632 0.19386
C -1.78132 2.44643 -0.40831
C -0.66551 1.58004 -0.04305
C -1.10690 0.05515 -0.20903
C -0.02494 -0.96172 -0.10055
C 1.29206 -0.90324 0.19816
C 2.13422 -2.14567 0.41954
H -2.29087 2.20710 -1.33778
H 0.28310 1.85483 -0.47386
H -0.39627 1.63315 1.02091
H -2.05272 0.09412 0.25830
H -1.42673 -0.06928 -1.22882
H -0.47846 -1.81733 -0.51829
H 1.90201 -0.07685 0.52801
H 2.45842 -2.63278 -0.51398
H 1.50007 -2.82671 1.05556
H 2.90448 -1.84355 1.15934

17
Properties=species:S:1:pos:R:3 method="wB97M-V/def2-TZVPD" e_lumo_ev=1.05 de_lowest_kcal_mol=15.29 homo_lumo_gap_ev=10.67
C 2.03658 0.40554 0.17113
C 0.58927 0.05021 -0.02613
C -0.05118 -1.24386 0.50828
C -0.93008 -0.94744 -0.71244
C -1.70993 0.31276 -0.30459
C -0.49689 1.11247 0.24160
O 0.23214 -0.38835 -1.37471
H 2.25654 1.40409 -0.21876
H 2.67615 -0.31720 -0.34221
H 2.28504 0.39428 1.23728
H -0.50646 -1.24087 1.50449
H 0.59476 -2.11113 0.35568
H -1.44195 -1.72289 -1.28402
H -2.47956 0.10914 0.44653
H -2.17804 0.78866 -1.17018
H -0.29385 2.02061 -0.33372
H -0.58253 1.37398 1.30178

17
Properties=species:S:1:pos:R:3 method="wB97M-V/def2-TZVPD" e_lumo_ev=0.38 de_lowest_kcal_mol=88.29 homo_lumo_gap_ev=8.16
C 2.32851 0.10320 -0.28752
C 0.94765 -0.52496 -0.20656
C 0.00448 -0.31280 0.98983
C -1.24560 -0.25107 0.04461
O -2.08375 -1.36708 -0.05113
C -1.77482 1.07411 -0.03366
C -0.22126 0.00200 -1.01134
H 3.01937 -0.30375 0.46125
H 2.26179 1.18710 -0.15047
H 2.77481 -0.08858 -1.27340
H 1.04005 -1.61570 -0.37570
H 0.20950 0.66119 1.44454
H -0.09684 -1.09710 1.73423
H -2.80366 -1.21948 0.57574
H -2.73356 1.22448 -0.54733
H -1.42702 1.89737 0.57225
H -0.19964 0.63107 -1.88534

17
Properties=species:S:1:pos:R:3 method="wB97M-V/def2-TZVPD" e_lumo_ev=0.96 smiles="C=C(C)CC(C)=O" de_lowest_kcal_mol=6.74 homo_lumo_gap_ev=10.13
C 1.99447 1.20539 -0.37893
C 1.24664 0.17630 0.44507
C -0.16036 0.51658 0.93318
C -1.00922 -0.29509 -0.03033
C -1.43268 -1.66542 0.42748
C -1.18922 0.16238 -1.26869
O 1.71921 -0.91883 0.66113
H 1.34522 1.95914 -0.83265
H 2.58125 0.70185 -1.15053
H 2.69157 1.71817 0.29351
H -0.27064 0.18763 1.97078
H -0.38171 1.58673 0.86822
H -2.38938 -1.60697 0.96257
H -0.69383 -2.09365 1.11222
H -1.55994 -2.35047 -0.41560
H -0.87403 1.16730 -1.54250
H -1.61735 -0.45106 -2.05492

17
Properties=species:S:1:pos:R:3 method="wB97M-V/def2-TZVPD" e_lumo_ev=1.13 smiles="COCCC1C=C1" de_lowest_kcal_mol=81.93 homo_lumo_gap_ev=9.47
C -0.08765 1.42715 1.52479
O 0.64359 0.55886 0.68532
C -0.50484 0.85428 -1.15525
C -0.23195 -0.54348 -1.56124
C 0.60595 -1.42759 -0.65265
C 0.42783 -0.87553 0.76942
C -1.50891 0.04419 -1.03908
H 0.38270 1.47793 2.51041
H -1.13379 1.10934 1.61080
H -0.09405 2.45122 1.10598
H -0.14619 1.86087 -1.25511
H -0.11153 -0.69446 -2.63609
H 0.28664 -2.48056 -0.74063
H 1.66374 -1.39632 -0.93930
H -0.55516 -1.21217 1.15867
H 1.18637 -1.22464 1.46526
H -2.57638 -0.00031 -1.02380

17
Properties=species:S:1:pos:R:3 method="wB97M-V/def2-TZVPD" e_lumo_ev=1.17 smiles="C=COCC1CC1" de_lowest_kcal_mol=36.44 homo_lumo_gap_ev=10.13
O -0.36029 0.22996 1.47044
C -0.94964 1.44406 1.38236
C -1.49576 1.97229 0.28966
C -0.65788 -0.70484 0.43450
C 0.24459 -0.63451 -0.78687
C 1.67447 -0.26461 -0.53383
C 1.32789 -1.67594 -0.89259
H -0.93729 1.94363 2.35043
H -2.03265 2.90817 0.36233
H -1.41417 1.48991 -0.67660
H -1.71112 -0.59332 0.14773
H -0.53367 -1.67158 0.92594
H -0.20540 -0.29472 -1.71903
H 2.18644 0.34713 -1.26872
H 1.90757 -0.02209 0.49764
H 1.61144 -2.04356 -1.87423
H 1.34547 -2.42999 -0.10916

17
Properties=species:S:1:pos:R:3 method="wB97M-V/def2-TZVPD" e_lumo_ev=1.13 smiles=CO[C@@H]1[C@@H]2CC[C@@H]21 de_lowest_kcal_mol=41.86 homo_lumo_gap_ev=10.49
C 2.20269 0.38185 0.65622
O 0.96906 -0.18039 1.04366
C 0.38734 -0.96627 0.05357
C -1.09221 -1.08454 0.01518
C -1.73170 0.22439 0.47735
C -0.96205 0.98189 -0.63939
C -0.34039 -0.33848 -1.09598
H 3.03830 -0.29673 0.87308
H 2.33699 1.30254 1.23040
H 2.21636 0.62481 -0.41390
H 0.93856 -1.87882 -0.18724
H -1.58875 -2.05014 -0.02618
H -2.81318 0.24244 0.31964
H -1.50869 0.51330 1.50834
H -1.62857 1.42246 -1.38451
H -0.24870 1.74193 -0.30352
H -0.17506 -0.64025 -2.12671

17
Properties=species:S:1:pos:R:3 method="wB97M-V/def2-TZVPD" e_lumo_ev="0.30 / 0.30" de_lowest_kcal_mol=84.65 homo_lumo_gap_ev="9.03 / 9.03"
C 1.61970 -1.11229 -0.55482
C 0.21811 -1.67375 -0.53192
C -0.81257 -1.22420 0.20468
C -1.01470 0.18910 -0.03398
C -0.20860 1.25928 -0.01661
C -0.87045 2.54528 -0.19543
O -2.01903 2.69524 -0.56253
H 2.19057 -2.02802 -0.37232
H 1.84661 -0.41164 0.25686
H 1.92903 -0.69467 -1.51985
H -0.00556 -2.48012 -1.22092
H -1.67749 -1.85076 0.43435
H -0.01506 -0.43126 2.05464
H -1.94470 0.30013 -0.59429
H 0.83153 1.25258 0.29187
H 0.19863 0.26324 2.20088
H -0.26603 3.40187 0.15937

17
Properties=species:S:1:pos:R:3 method="wB97M-V/def2-TZVPD" e_lumo_ev=0.85 smiles="C[C@H]1C=CC1.C=O" de_lowest_kcal_mol=47.36 homo_lumo_gap_ev=10.37
C 1.83503 -0.52153 0.25988
C 1.09300 0.40071 -0.69694
C -0.08279 -0.17348 -1.46659
C -0.96653 0.69196 -0.96089
C -1.94027 -1.00192 1.33418
O -1.03404 -0.94442 2.12734
C 0.04605 1.38544 -0.07441
H 1.13831 -1.02769 0.93752
H 2.39876 -1.28394 -0.29096
H 2.54844 0.04465 0.86976
H 1.80435 0.92510 -1.34930
H -2.02733 0.86243 -1.13422
H -0.15312 -0.98844 -2.18398
H -2.72425 -0.22039 1.28301
H -2.05200 -1.83779 0.61791
H -0.10238 1.24036 1.00238
H 0.21878 2.44894 -0.27469

17
Properties=species:S:1:pos:R:3 method="wB97M-V/def2-TZVPD" e_lumo_ev=0.63 smiles="C=CC=C.CC=O" de_lowest_kcal_mol=35.56 homo_lumo_gap_ev=9.68
C 1.24033 -1.60795 -1.00597
C 1.76127 -0.46215 -0.19009
C -0.94116 0.94255 -0.25308
C -0.46403 2.11954 -0.67846
O 2.54459 0.38042 -0.60928
H -1.34085 0.23653 -0.97701
H 1.23429 -1.33433 -2.06390
H 1.87183 -2.48374 -0.84464
H 0.22070 -1.84379 -0.69497
H -0.35629 2.32432 -1.73920
H -0.03288 2.84751 0.00147
C -1.02809 0.58397 1.16654
C -1.61422 -0.55060 1.57931
H -1.80330 -1.38095 0.90713
H -0.88803 1.39494 1.88112
H 1.44312 -0.47138 0.89151
H -1.84729 -0.69489 2.62953

17
Properties=species:S:1:pos:R:3 method="wB97M-V/def2-TZVPD" e_lumo_ev="0.73 / -0.14" de_lowest_kcal_mol=16.10 spin_multiplicity=3 homo_lumo_gap_ev="6.60 / 9.52"
C -0.29695 -1.47270 -0.66212
C -0.27308 -0.42593 -1.52903
C -0.17752 -0.58697 0.53808
C -0.17233 0.53273 -0.47894
C -1.40508 -0.64944 1.42864
C 2.25612 1.01133 -0.07975
O -0.60834 1.81649 -0.27324
H -0.63355 -2.52019 -0.89936
H -0.41939 -0.48885 -2.59603
H 0.77020 -0.65555 1.09101
H -2.27218 -0.40541 0.84640
H -1.31214 0.13537 2.23873
H -1.59618 -1.76584 1.72218
H 2.64802 0.12453 0.39804
H 1.78345 1.89233 0.43540
H 2.62861 1.15524 -1.11062
H -0.91965 2.30284 -1.06938

17
Properties=species:S:1:pos:R:3 method="wB97M-V/def2-TZVPD" e_lumo_ev="-5.62 / -6.65" de_lowest_kcal_mol=41.76 charge=+1 spin_multiplicity=2 homo_lumo_gap_ev="7.67 / 8.64"
C 0.27731 2.78275 -0.27568
C -0.85649 1.92043 0.14261
C -0.77768 0.56472 0.37274
C 0.36395 -0.16358 0.03349
C 0.30416 -1.56548 0.20677
O -0.39529 -1.91856 1.34847
C 0.34661 -2.69542 -0.73299
H -0.05125 3.82006 -0.19617
H 1.06792 2.82289 0.47647
H 0.66815 2.60925 -1.27228
H -1.86408 2.30745 0.10501
H -1.55309 0.05490 0.92409
H 1.29903 0.38799 -0.05333
H 0.30662 -2.07153 2.00384
H -0.01268 -3.61186 -0.27483
H 1.27117 -2.76922 -1.29319
H -0.39435 -2.47484 -1.51504

17
Properties=species:S:1:pos:R:3 method="wB97M-V/def2-TZVPD" e_lumo_ev="-5.03 / -8.26" de_lowest_kcal_mol=44.23 charge=+1 spin_multiplicity=2 homo_lumo_gap_ev="9.72 / 6.60"
C -1.64062 1.29092 -1.93903
C -1.20974 0.97270 -0.49625
C -1.81373 1.54047 0.56993
C 1.82742 -1.27272 0.27299
O 2.12759 -1.97522 1.48034
C 0.78292 -0.17666 0.45714
C -0.28424 -0.12911 -0.40016
H -0.98506 0.88764 -2.71481
H -2.64814 0.88018 -2.07400
H -1.61865 2.37516 -2.06070
H -2.68247 2.18509 0.49886
H -1.47846 1.25883 1.56860
H 1.46310 -1.97229 -0.47340
H 2.74514 -0.70165 0.12236
H 1.32274 -2.00276 2.01908
H 0.90177 0.42771 1.35684
H -0.39062 -0.80053 -1.25070

17
Properties=species:S:1:pos:R:3 method="wB97M-V/def2-TZVPD" e_lumo_ev="-4.61 / -7.22" de_lowest_kcal_mol=8.23 charge=+1 spin_multiplicity=2 homo_lumo_gap_ev="9.14 / 8.53"
C -3.18322 0.48995 -0.37575
C -1.92075 -0.25911 -0.28483
C -0.66850 0.28664 -0.11106
C 0.44031 -0.52845 0.24770
C 1.73125 -0.01519 0.19964
O 1.91944 1.32264 0.03464
C 2.98902 -0.78032 0.16989
H -3.90505 0.12995 -1.10280
H -2.86426 1.50821 -0.62829
H -3.68710 0.59660 0.59029
H -1.91101 -1.34876 -0.26989
H -0.55889 1.36215 -0.11925
H 0.31158 -1.57967 0.46641
H 1.38566 1.74769 0.72357
H 2.77715 -1.76171 0.57582
H 3.37814 -0.90758 -0.84477
H 3.76623 -0.26302 0.72868

18
Properties=species:S:1:pos:R:3 method="wB97M-V/def2-TZVPD" e_lumo_ev=0.81 smiles="C=CCCCC(=O)O" de_lowest_kcal_mol=10.46 homo_lumo_gap_ev=10.46
O 1.74726 -1.26220 0.00458
C 1.52733 -0.20186 -0.50386
O 1.54056 -0.03659 -1.85740
C 1.23346 1.09832 0.18560
C -0.22797 1.49755 0.21944
C -1.09628 0.56019 1.06961
C -2.80011 -1.21433 0.76012
C -1.85696 -0.45437 0.24263
H 1.55107 -0.92924 -2.25694
H 1.68940 1.09881 1.17795
H 1.86358 1.85458 -0.28383
H -0.29226 2.51088 0.62053
H -0.63204 1.66702 -0.77332
H -0.43042 -0.03084 1.71413
H -1.76254 1.12276 1.72659
H -3.24569 -2.02987 0.22431
H -3.09552 -1.25067 1.79416
H -1.54630 -0.52095 -0.79580